77
Properties=species:S:1:pos:R:3:lowdin_spin:R:1 method="wB97M-V/def2-TZVPD" gap_ev="8.48 / 7.17" e_tot_ha=-4793.09959 spin_multiplicity=5 charge=0 fmax_ev_per_a=4.0
Fe 0.907 0.605 0.167 3.7215
C -2.002 0.162 1.864 0.0098
O -2.351 -0.975 1.045 0.0008
O -0.847 0.790 1.312 0.0434
C -3.275 1.013 2.292 0.0019
F -4.098 0.526 3.227 0.0008
F -2.804 2.156 2.796 0.0003
F -4.073 1.230 1.259 0.0001
C -3.233 -1.899 1.617 0.0002
C -2.734 -3.306 1.258 0.0001
H -3.303 -3.949 1.929 0.0000
H -3.120 -3.563 0.271 0.0000
H -1.668 -3.475 1.409 0.0000
H -4.182 -1.725 1.110 0.0000
H -3.379 -1.791 2.692 0.0000
H -1.564 -0.380 2.703 0.0004
F 2.341 1.685 1.045 0.0774
C 4.079 -2.395 -3.148 0.0006
C 4.223 -2.448 -1.638 0.0002
C 4.630 -0.995 -1.252 0.0008
S 3.377 0.021 -2.177 0.0071
O 4.040 1.115 -2.902 0.0029
O 2.225 0.223 -1.298 0.0255
C 2.979 -1.339 -3.393 0.0026
H 3.727 -3.391 -3.417 0.0002
H 5.030 -2.235 -3.656 0.0000
H 4.913 -3.230 -1.324 0.0001
H 3.313 -2.612 -1.060 0.0000
H 5.609 -0.670 -1.604 0.0000
H 4.559 -0.611 -0.234 -0.0001
H 2.999 -0.925 -4.401 0.0001
H 2.001 -1.763 -3.163 0.0000
C -3.561 -0.180 -3.115 0.0002
C -3.582 -1.499 -2.432 0.0004
C -2.165 -2.104 -2.459 0.0022
S -0.979 -0.569 -2.506 0.0055
O -0.325 -0.449 -3.810 0.0016
O -0.301 -0.288 -1.292 0.0236
C -2.417 0.576 -2.462 0.0006
H -4.446 0.407 -2.865 0.0001
H -3.565 -0.238 -4.203 0.0000
H -4.364 -2.161 -2.804 0.0001
H -3.863 -1.346 -1.391 0.0000
H -2.063 -2.505 -3.467 0.0001
H -2.036 -2.801 -1.631 0.0000
H -2.010 1.494 -2.887 0.0000
H -2.628 0.716 -1.402 0.0000
C -1.687 5.338 -0.302 0.0005
C -0.504 5.631 0.610 0.0000
C 0.249 4.269 0.809 -0.0003
S 0.319 3.688 -0.938 0.0071
O 0.422 2.226 -1.007 0.0202
O 1.184 4.592 -1.730 0.0043
C -1.466 4.085 -1.156 0.0025
H -1.923 6.130 -1.014 0.0000
H -2.606 5.493 0.263 0.0001
H -0.890 6.057 1.536 0.0000
H 0.190 6.392 0.250 0.0000
H -0.301 3.458 1.285 -0.0002
H 1.191 4.325 1.356 0.0000
H -1.980 3.198 -0.785 0.0000
H -1.550 4.137 -2.241 0.0000
C 1.364 -1.573 4.404 0.0003
C 2.249 -0.536 3.857 -0.0002
C 3.188 -1.167 2.849 0.0001
S 2.052 -2.130 1.842 0.0067
O 2.759 -3.267 1.276 0.0053
O 1.315 -1.274 0.862 0.0221
C 0.982 -2.531 3.253 0.0009
H 0.430 -1.139 4.762 0.0000
H 1.869 -2.131 5.192 0.0000
H 2.733 0.081 4.614 0.0000
H 1.555 0.162 3.390 -0.0004
H 3.826 -1.924 3.306 0.0000
H 3.821 -0.523 2.238 -0.0001
H 1.237 -3.480 3.724 -0.0001
H -0.044 -2.486 2.890 0.0000